(1)
Computed, not measured: a structure of composition C23H21AsBrN6ReS4 in a non-equilibrium geometry, with ωB97M-V with the def2-TZVPD basis set.

Output
Orbital gap (spin up / spin down): 0.27211 / 0.20018 Ha
Energy: -7698.1592 hartree
HOMO level (spin up / spin down): -10.3294 / -10.2528 eV
E_LUMO (spin up / spin down): -2.9 / -4.8 eV
2S+1: 4
Relative energy (zero: lowest compared OMol25 entry of this formula, charge and spin): 7.76 kcal per mole
Charge: +1
Max |F|: 0.05795 hartree/bohr

```
57
Properties=species:S:1:pos:R:3:lowdin_charge:R:1
Re -0.14115 0.22272 -0.61898 0.9928
Br -2.38231 -1.02278 -0.24034 0.9149
As -1.21760 2.31856 0.50012 1.0128
S 3.90903 2.21524 -1.26661 1.1268
S -1.13364 1.07361 -2.62357 0.5288
S -2.53632 -1.09296 -3.78049 0.6261
S 1.82943 -3.91172 -1.59914 1.1199
N 0.89505 -1.52707 -1.27783 -0.0855
N 1.27752 3.08981 -1.27498 0.0850
N 1.76878 0.89567 -0.96985 -0.1553
N 0.46201 -2.89112 -5.47174 0.1756
N -0.71108 -3.19691 -2.01060 0.0913
N 2.09086 0.97533 -3.79912 0.1880
C 0.15769 -0.33040 1.43615 -0.2876
C 1.25367 0.14907 2.16115 -0.1269
C 2.28788 -1.43275 -1.19187 -0.3238
C 0.50558 -2.78430 -1.59719 -0.6275
C 0.74455 -1.21279 4.06476 -0.0064
C 1.22347 0.26253 -4.07140 -0.2365
C -0.14818 3.33557 1.74263 -0.2712
C 2.20672 2.10774 -1.14243 -0.7206
C 1.53730 -0.34724 3.41769 -0.0886
C -1.30305 -2.59537 3.98362 -0.0301
C -1.88507 -1.65978 1.51835 -0.5201
C -2.82015 -2.48729 2.10884 -0.0782
C 4.02404 0.51081 -1.15471 -0.3079
C -1.88120 3.70324 -0.73308 -0.2637
C 0.40946 -1.87315 -4.93535 -0.2539
C 2.75607 -0.06944 -1.06829 -0.3205
C -2.50218 -2.99471 3.43069 -0.0288
C 2.93809 -2.60617 -1.41909 -0.3080
C 0.14463 -0.64300 -4.32796 -0.3601
C -2.82052 1.95285 1.54748 -0.2405
C -0.39064 -1.73332 3.38188 -0.1661
C -0.71162 -1.24292 2.11121 -0.2590
C -1.07494 -0.37109 -3.65767 -1.2025
H 0.36797 2.69850 2.49476 0.0315
H -2.20361 4.49272 -0.06111 0.0434
H -2.60516 1.02312 2.10931 0.0354
H 1.89687 0.77885 1.56580 0.0837
H -3.74240 -2.81720 1.63865 0.1084
H 4.02112 -2.74128 -1.25820 0.1045
H -1.19167 4.11464 -1.35999 -0.0214
H -0.83062 4.07262 2.32008 0.0787
H -3.66162 1.84048 0.92565 0.0206
H -0.76012 -4.12466 -2.43249 0.1167
H 4.99437 -0.07398 -1.04960 0.1216
H -1.41019 -2.57118 -2.51380 -0.0083
H 0.62763 3.88086 1.21562 0.0137
H -2.68391 3.31485 -1.35587 0.0333
H 2.43958 0.02918 3.88365 0.1172
H 0.56201 2.78581 -1.89397 -0.0050
H -2.98983 2.82130 2.11569 0.0203
H 0.96682 -1.57930 5.08086 0.1359
H -3.11606 -3.65685 4.00098 0.1047
H 1.63752 4.02368 -1.54234 0.1400
H -1.08087 -3.09865 4.94402 0.1325
```


(2)
Computed, not measured: a cluster of 2 separate species, C4H9NS in total in a non-equilibrium geometry, with ωB97M-V with the def2-TZVPD basis set.

Output
Orbital gap: 0.12810 Ha
Energy: -610.5787 hartree
HOMO level: -5.6150 eV
E_LUMO: -2.1 eV
Relative energy (zero: lowest compared OMol25 entry of this formula, charge and spin): 109.83 kcal per mole
Charge: 0
Max |F|: 0.01986 hartree/bohr

```
15
Properties=species:S:1:pos:R:3:lowdin_charge:R:1
S -0.79931 2.50790 -0.37234 0.1882
N 1.18230 -2.29593 -0.00164 0.0064
C 1.17647 -0.02456 -0.68221 0.0785
C -1.71359 1.28376 0.63004 -0.6972
C 0.56628 -1.02094 -0.05044 -0.1507
C 0.73980 -3.33159 0.60364 0.1309
H -2.59913 1.77947 1.03240 -0.0136
H -2.08329 0.43183 0.04585 -0.0118
H 1.31328 -4.24469 0.58646 0.1056
H -1.16230 0.89116 1.49112 -0.0060
H -0.23215 -3.25774 1.07352 0.1151
H -0.46728 -1.05600 0.25667 0.0974
H 2.11464 -2.33633 -0.40760 0.1699
H 0.77959 1.00474 -0.58942 -0.0898
H 2.13336 -0.19065 -1.16940 0.0769
```


(3)
Computed, not measured: a cluster of 4 separate species, C2H13NO3S in total in a non-equilibrium geometry, with ωB97M-V with the def2-TZVPD basis set.

Output
Orbital gap: 0.35288 Ha
Energy: -762.5536 hartree
HOMO level: -9.0804 eV
E_LUMO: 0.5 eV
Structure (SMILES): NCCS.O.O.O
Relative energy (zero: lowest compared OMol25 entry of this formula, charge and spin): 62.42 kcal per mole
Charge: 0
Max |F|: 0.07818 hartree/bohr

```
20
Properties=species:S:1:pos:R:3:lowdin_charge:R:1
S -2.31074 -2.75651 2.01088 0.6931
O 1.67536 2.78544 -6.10186 -0.0610
O -1.07957 0.82260 -0.96378 -0.0610
O 3.47571 -0.66609 0.85929 -0.0442
N 0.11458 0.66376 1.81159 -0.0309
C -1.12663 -0.12803 2.10282 -0.3035
C -1.11249 -1.49103 1.31961 -0.5365
H 1.03220 0.79116 1.39475 0.0574
H 3.42859 -1.61432 0.58095 0.0691
H -1.34740 -1.42459 0.23174 0.0508
H -1.98037 0.44318 1.87959 0.0766
H 2.25854 3.53080 -6.15918 0.0171
H -0.17409 -1.97453 1.66659 0.0595
H -3.09776 -2.51127 1.01855 -0.1946
H -1.27885 -0.59137 3.13553 0.1023
H 0.41018 1.19805 2.64636 0.0674
H -0.66834 0.00612 -0.70479 -0.0173
H 1.05137 2.72531 -6.84710 0.0440
H 2.72291 -0.28436 1.22125 -0.0475
H -1.99320 0.47570 -1.10280 0.0595
```


(4)
Computed, not measured: a structure of composition C25H41BrKN4OS5 in a non-equilibrium geometry, with ωB97M-V with the def2-TZVPD basis set.

Output
Orbital gap: 0.30154 Ha
Energy: -6436.2273 hartree
HOMO level: -10.7124 eV
E_LUMO: -2.5 eV
Relative energy (zero: lowest compared OMol25 entry of this formula, charge and spin): 11.53 kcal per mole
Charge: +1
Max |F|: 0.02356 hartree/bohr

```
78
Properties=species:S:1:pos:R:3:lowdin_charge:R:1
Br 6.70669 3.52135 0.65264 0.7605
K 0.22658 0.34501 -0.25449 0.5264
S -2.19784 -1.34656 -2.88022 0.8424
S 2.96977 -1.40354 0.66058 0.7856
S -0.11353 -2.47261 2.03825 0.8434
S -2.58696 -1.56750 0.23727 0.8259
S 0.44775 -3.10268 -1.35958 0.8292
O 2.27372 -0.08371 0.84473 -0.6825
N 1.47046 0.55349 -2.86798 -0.0262
N -1.93240 1.87114 1.56880 0.1084
N 0.70246 2.82867 1.31688 0.1015
N -0.91457 2.38272 -1.60843 -0.0551
C -1.20673 2.51451 -3.03614 -0.2740
C -1.58000 -3.00263 -3.23665 -0.5253
C 0.04137 2.35122 -3.89504 -0.1906
C 4.84123 3.36073 0.87399 -0.6994
C 0.64739 -4.22358 0.04326 -0.5386
C -4.00875 2.13727 2.74413 -0.0472
C 4.05863 2.91438 -0.17659 -0.1200
C -1.74774 -2.20935 2.77334 -0.5174
C -3.24423 1.68423 1.67510 -0.1450
C 2.69328 2.78450 0.01728 -0.0429
C 2.90558 3.56955 2.27453 -0.0109
C -1.04618 -3.82349 -2.06797 -0.5335
C -0.34822 -4.04410 1.18668 -0.5212
C -1.33647 2.55005 2.55671 -0.2534
C 3.76610 -1.76329 2.21058 -0.2342
C -3.83302 -1.66209 -2.18624 -0.5280
C 4.27273 3.70228 2.09368 -0.1126
C 4.42859 -1.04554 -0.29602 -0.2274
C -2.94116 -2.34603 1.82030 -0.5143
C -3.91188 -2.24533 -0.77100 -0.5124
C 0.62015 0.94400 -4.01053 -0.2675
C 0.11686 2.84082 2.43883 -0.0787
C -2.00582 3.00474 3.68416 -0.0147
C 2.11115 3.08566 1.23978 -0.2583
C -3.37490 2.80085 3.77771 -0.0474
H -2.36776 -3.56581 -3.74252 0.0867
H -1.90125 -2.87620 3.62274 0.0829
H 4.34446 -0.88982 2.51331 0.0688
H 4.09555 -0.70826 -1.27633 0.0498
H -4.40189 -2.29067 -2.87397 0.0847
H -4.89433 -2.00748 -0.35817 0.0877
H 2.05662 2.42304 -0.77927 0.0794
H -3.92919 3.15569 4.63626 0.1149
H -0.82659 -4.83146 -2.42770 0.0905
H -0.37031 3.17458 -1.27847 0.0655
H -3.70980 1.11933 0.87509 0.0864
H 0.58367 -5.25112 -0.32182 0.0862
H 1.67157 -4.09556 0.39487 0.0495
H -1.36065 -4.08662 0.78706 0.0445
H -0.23491 -4.87576 1.88473 0.0892
H 4.51246 2.67702 -1.12932 0.1044
H 0.63086 3.07909 3.37248 0.1184
H 1.17033 0.86815 -4.95431 0.1098
H -3.83164 -3.33514 -0.79578 0.0758
H 4.40546 -2.63857 2.09572 0.0668
H 0.81882 3.05080 -3.56177 0.1139
H 4.99559 -0.25457 0.19678 0.0649
H -3.17262 -3.40112 1.65556 0.0774
H -0.21398 2.67995 -4.90630 0.1129
H -0.79332 -2.86171 -3.98225 0.0733
H -1.70545 -1.19456 3.17394 0.0690
H 2.98225 -1.97224 2.93648 0.0452
H -3.81677 -1.90702 2.30303 0.0861
H 4.89736 4.07435 2.89361 0.1052
H -5.07509 1.95863 2.76065 0.1092
H 1.78657 -0.40256 -3.00590 0.0615
H 5.02693 -1.94926 -0.40950 0.0670
H -1.92223 1.73261 -3.30665 0.0934
H 2.48248 3.85317 3.22818 0.1063
H -0.20312 0.22856 -4.07131 0.0683
H 2.31548 1.11765 -2.88386 0.0679
H -1.75271 2.39165 -1.03564 0.0521
H -1.46008 3.52029 4.46350 0.1166
H -4.31359 -0.68214 -2.20076 0.0728
H -1.80709 -3.90295 -1.29256 0.0412
H -1.68218 3.47095 -3.28215 0.1095
```


Which of these has the highest max |F|?
C2H13NO3S


Among the records above, which one has the highest energy?
C4H9NS


Among the records above, which one has the highest relative energy (zero: lowest compared OMol25 entry of this formula, charge and spin)?
C4H9NS


Which value of charge does entry 1 give?
+1